No. 1
C2H8S2 | wB97M-V/def2-TZVPD

Positions of all 12 atoms, in Å:
1 C 1.83 -0.02 -0.04
2 C 0.33 -0.25 0.00
3 H 2.37 -0.98 0.01
4 H 2.16 0.59 0.81
5 H 2.13 0.48 -0.96
6 H 0.03 -0.78 0.91
7 H 0.01 -0.86 -0.85
8 H -0.17 1.87 0.95
9 H -3.42 -0.71 0.43
10 H -2.23 -0.67 -1.11
11 S -0.65 1.28 -0.15
12 S -2.40 0.05 0.00

Output
- frontier orbital gap (eV) = 7.88
- total energy (eV) = -23870.812
- E_HOMO (eV) = -7.0592
- ΔE to the lowest compared entry with this formula, charge and spin (kJ/mol) = 321.7


No. 2
C2H8S2 | wB97M-V/def2-TZVPD

Positions of all 12 atoms, in Å:
1 C 1.31 3.12 -2.06
2 S 0.74 4.24 -0.71
3 H 0.60 3.33 -2.96
4 H 2.40 3.60 -2.12
5 H 1.40 2.09 -1.72
6 H -0.26 3.40 -0.23
7 C -0.86 -2.76 1.49
8 S -0.53 -4.61 1.94
9 H -1.03 -2.60 0.38
10 H -1.88 -2.54 1.88
11 H -0.02 -2.32 2.10
12 H -1.87 -4.96 2.02

Output
- frontier orbital gap (eV) = 9.67
- total energy (eV) = -23872.828
- E_HOMO (eV) = -9.0941
- ΔE to the lowest compared entry with this formula, charge and spin (kJ/mol) = 127.3


Q: The lowest E_HOMO belongs to which entry?
A: number 2